ORCA calculation (the ωB97M-V functional and the def2-TZVPD basis) on a molecular structure, C10H16N4O4.

XYZ file:
```
34
Properties=species:S:1:pos:R:3:mulliken_charge:R:1
C -0.3859 0.0700 2.1755 -0.047
C -1.0411 0.7253 0.9133 0.128
C 1.1013 -0.4304 2.0420 -0.577
C 2.0225 0.6777 1.4723 0.149
C 2.9653 1.3794 2.0704 -0.520
C 2.6084 2.0742 -0.0958 -0.226
C -0.8010 -0.9363 -0.9586 0.713
C 0.1403 -0.6240 -2.0937 0.056
C -1.8850 -1.8997 -1.5974 -0.247
C -2.4381 -2.9498 -0.5709 -0.867
H -0.9889 -1.7692 3.3839 0.358
H -1.3258 -1.7119 1.5752 0.252
H -0.5756 0.8809 2.7952 0.497
H 1.5571 -1.3111 1.5536 0.238
H 1.3038 -0.5511 3.1286 0.390
H 2.9355 1.6947 3.0674 0.287
H 2.7073 2.6992 -1.0595 0.320
H 3.8933 3.2535 1.2514 0.198
H -1.4072 0.9947 -1.0661 0.293
H 0.0495 -1.4852 -0.3541 0.113
H -1.1349 -2.4269 -2.2062 0.566
H -3.0450 -0.5058 -1.7454 0.390
H -3.2071 -2.6089 0.3058 0.263
H -1.1132 -3.1697 -0.1575 0.211
H -2.8357 -4.0719 -1.2455 0.265
H 0.4811 0.7616 -3.2664 0.415
N -1.2783 -0.9335 2.5630 -0.763
N 1.8698 1.1481 0.1170 -0.065
N 3.1832 2.5249 1.1840 -0.201
N -1.2179 0.2101 -0.3629 -0.149
O -1.8379 1.7546 1.0241 -0.768
O 0.7782 -1.3635 -2.7604 -0.593
O -2.6940 -1.1021 -2.3542 -0.568
O 0.1399 0.7312 -2.2359 -0.510
```

Results
LUMO level in eV: 0.54
Gap between HOMO and LUMO in eV: 9.561
Energy relative to the best compared isomer or geometry (same formula, charge and spin) in kJ/mol: 878.4
Total charge: 0
HOMO level in eV: -9.0191